Entry 1:
Molecular formula: C18H26N4O3
Method: DFT, the ωB97M-V functional and the def2-TZVPD basis

The total energy is -31190.7536 eV. The largest force on an atom is 0.0273 Eh/bohr. The value obtained for the energy above the lowest of the compared OMol25 structures with the same formula, charge and spin is 83.3 kJ/mol. As for the gap between HOMO and LUMO: 0.315 hartree. Its SMILES is CCc1ccc(/C=N/NC(=O)C(=O)NCCCN2CCOCC2)cc1. The calculation puts the molecular weight at 346.43 g/mol.

Positions of all 51 atoms, in Å:
1 C 5.189 -6.736 1.926
2 H 5.766 -7.653 1.830
3 H 5.434 -6.083 1.091
4 H 5.480 -6.236 2.847
5 C 3.691 -7.046 1.937
6 C 2.897 -5.778 2.065
7 C 2.508 -5.066 0.933
8 C 1.816 -3.880 1.045
9 C 1.493 -3.368 2.305
10 C 1.884 -4.079 3.440
11 C 2.577 -5.266 3.317
12 H 2.873 -5.808 4.205
13 H 1.641 -3.696 4.421
14 C 0.765 -2.128 2.442
15 N 0.389 -1.460 1.426
16 N -0.285 -0.317 1.620
17 C -0.741 0.483 0.633
18 O -0.621 0.324 -0.565
19 C -1.454 1.707 1.228
20 O -1.495 1.899 2.434
21 N -1.993 2.466 0.277
22 H -1.828 2.188 -0.684
23 C -2.590 3.760 0.474
24 C -1.640 4.893 0.056
25 C -0.880 4.556 -1.234
26 N -1.735 3.902 -2.211
27 C -0.987 3.139 -3.199
28 C -1.975 2.387 -4.091
29 H -1.448 1.850 -4.881
30 O -2.866 3.268 -4.736
31 C -3.574 4.031 -3.789
32 C -2.625 4.826 -2.892
33 H -3.205 5.382 -2.154
34 H -2.059 5.545 -3.511
35 H -4.222 4.701 -4.357
36 H -4.191 3.368 -3.162
37 H -2.539 1.668 -3.477
38 H -0.347 2.416 -2.689
39 H -0.358 3.795 -3.826
40 H -0.071 3.862 -0.993
41 H -0.420 5.474 -1.638
42 H -0.905 5.066 0.844
43 H -2.222 5.807 -0.063
44 H -3.502 3.805 -0.125
45 H -2.845 3.853 1.532
46 H -0.486 0.016 2.573
47 H 0.550 -1.785 3.463
48 H 1.509 -3.326 0.172
49 H 2.752 -5.455 -0.045
50 H 3.423 -7.559 1.012
51 H 3.468 -7.709 2.775

Löwdin population analysis, charges in e, atoms 1 to 8: atom 1 (C): -0.094, atom 2 (H): 0.068, atom 3 (H): 0.075, atom 4 (H): 0.074, atom 5 (C): -0.215, atom 6 (C): -0.247, atom 7 (C): -0.029, atom 8 (C): -0.017

***

Entry 2:
Molecular formula: C18H26N4O4
Method: DFT, the ωB97M-V functional and the def2-TZVPD basis

The total energy is -33235.6277 eV. The largest force on an atom is 0.0245 Eh/bohr. The value obtained for the energy above the lowest of the compared OMol25 structures with the same formula, charge and spin is 424.3 kJ/mol. As for the gap between HOMO and LUMO: 0.295 hartree. Its SMILES is O=C(NCCCN1CCOCC1)c1ccc(N2CCCC2)c([N+](=O)[O-])c1. The calculation puts the molecular weight at 362.43 g/mol.

Positions of all 52 atoms, in Å:
1 O 2.907 2.518 -1.685
2 C 2.331 1.503 -1.331
3 N 2.937 0.481 -0.694
4 H 2.385 -0.243 -0.240
5 C 4.275 0.553 -0.163
6 C 4.253 0.359 1.355
7 C 3.697 -1.010 1.770
8 N 2.294 -1.178 1.397
9 C 1.345 -0.497 2.270
10 C 1.124 -1.241 3.594
11 O 0.713 -2.572 3.376
12 C 1.646 -3.270 2.576
13 C 1.860 -2.562 1.234
14 H 2.595 -3.105 0.637
15 H 0.907 -2.547 0.694
16 H 1.225 -4.264 2.422
17 H 2.603 -3.363 3.115
18 H 0.326 -0.767 4.169
19 H 2.047 -1.229 4.195
20 H 1.688 0.519 2.466
21 H 0.393 -0.449 1.732
22 H 3.864 -1.141 2.849
23 H 4.267 -1.785 1.251
24 H 3.660 1.157 1.805
25 H 5.271 0.442 1.738
26 H 4.891 -0.228 -0.626
27 H 4.691 1.529 -0.426
28 C 0.873 1.292 -1.573
29 C 0.245 0.070 -1.465
30 C -1.131 -0.072 -1.654
31 C -1.960 1.062 -1.867
32 N -3.305 1.070 -1.760
33 C -4.141 -0.065 -1.423
34 C -5.559 0.493 -1.351
35 H -6.026 0.450 -2.335
36 C -5.336 1.943 -0.941
37 H -5.159 2.007 0.133
38 C -4.065 2.309 -1.702
39 H -4.302 2.654 -2.716
40 H -3.503 3.088 -1.185
41 H -6.171 2.591 -1.197
42 H -6.178 -0.059 -0.648
43 H -3.825 -0.488 -0.459
44 H -4.060 -0.853 -2.179
45 C -1.267 2.274 -2.112
46 C 0.090 2.384 -1.968
47 H 0.589 3.323 -2.150
48 H -1.822 3.138 -2.434
49 N -1.563 -1.424 -1.707
50 O -1.054 -2.214 -0.926
51 O -2.363 -1.746 -2.574
52 H 0.801 -0.839 -1.291

Löwdin population analysis, charges in e, atoms 1 to 8: atom 1 (O): 0.054, atom 2 (C): -0.455, atom 3 (N): 0.066, atom 4 (H): 0.086, atom 5 (C): -0.170, atom 6 (C): -0.155, atom 7 (C): -0.188, atom 8 (N): -0.202

***

Entry 3:
Molecular formula: C18H26NP2Ru
Method: DFT, the ωB97M-V functional and the def2-TZVPD basis

The total energy is -41708.6655 eV. The largest force on an atom is 0.0105 Eh/bohr. As for the spin multiplicity: 5. The value obtained for the energy above the lowest of the compared OMol25 structures with the same formula, charge and spin is 27.1 kJ/mol. The expectation value of S² is 6.05. As for the gap between HOMO and LUMO (alpha / beta): 0.284 / 0.229 hartree. As for the net charge: +3. The calculation puts the molecular weight at 419.43 g/mol.

Positions of all 48 atoms, in Å:
1 Ru -0.336 -0.143 0.301
2 N -1.087 1.760 -0.521
3 C -0.314 2.689 -1.354
4 C -0.855 3.926 -1.524
5 C -0.253 4.872 -2.380
6 C 0.891 4.536 -3.100
7 C 1.471 3.316 -2.896
8 C 0.941 2.337 -1.976
9 C 1.714 1.173 -1.685
10 C 3.101 1.155 -2.052
11 C 3.962 0.142 -1.674
12 C 3.474 -0.923 -0.943
13 C 2.090 -0.978 -0.634
14 C 1.218 0.033 -0.956
15 H -1.592 2.305 0.175
16 H -1.824 1.381 -1.121
17 H -1.777 4.193 -1.020
18 H -0.706 5.849 -2.492
19 H 1.320 5.234 -3.805
20 H 2.353 3.078 -3.469
21 H 3.533 1.978 -2.598
22 H 5.008 0.194 -1.944
23 H 4.139 -1.718 -0.624
24 H 1.733 -1.859 -0.111
25 C -1.522 0.580 3.721
26 P -0.748 -0.643 2.649
27 C 0.833 -1.063 3.417
28 C -1.773 -2.144 2.696
29 C -1.321 -3.142 1.630
30 P -1.214 -2.347 0.003
31 C -2.900 -2.060 -0.574
32 C -0.453 -3.488 -1.156
33 H -1.634 0.145 4.717
34 H -2.507 0.862 3.350
35 H -0.897 1.469 3.800
36 H 0.654 -1.377 4.448
37 H 1.491 -0.193 3.430
38 H 1.328 -1.873 2.882
39 H -2.814 -1.845 2.551
40 H -1.710 -2.586 3.693
41 H -2.000 -3.996 1.560
42 H -0.332 -3.551 1.855
43 H -3.426 -3.019 -0.577
44 H -2.894 -1.672 -1.593
45 H -3.443 -1.375 0.079
46 H -1.021 -4.422 -1.125
47 H 0.580 -3.701 -0.882
48 H -0.483 -3.088 -2.169

Löwdin population analysis, charges in e, atoms 1 to 8: atom 1 (Ru): 0.974, atom 2 (N): 0.003, atom 3 (C): -0.182, atom 4 (C): 0.027, atom 5 (C): 0.063, atom 6 (C): 0.009, atom 7 (C): 0.051, atom 8 (C): -0.053